(1)
This record from OMol25 describes a cluster of 5 separate species, C3H16NO4 in total. The level of theory is ωB97M-V with the def2-TZVPD basis set.

Each line ends with the Löwdin charge.
CARTESIAN COORDINATES (ANGSTROEM)
C: 0.45966 2.97121 0.87374  -0.065
C: 0.54420 1.63619 0.13431  -0.170
C: -0.41480 0.49114 2.04184  0.167
N: -0.32909 0.61084 0.78941  0.068
H: -0.48017 3.13486 1.39119  0.086
H: 1.29131 2.98546 1.58589  0.082
H: 0.73262 3.80230 0.22627  0.090
H: 0.25769 1.68977 -0.91184  0.092
H: 1.55931 1.24442 0.08441  0.134
H: -0.98406 -0.31306 2.47936  0.116
H: 0.15105 1.14811 2.68919  0.124
H: -0.80232 -0.00017 0.11983  0.129
H: 2.47505 -2.40904 -0.41382  0.059
H: 2.39239 -3.72106 -1.15519  0.068
O: 1.85910 -2.95147 -0.92039  -0.048
H: -2.91133 -2.05946 0.73021  0.031
H: -3.60722 -0.70555 0.43830  0.046
O: -3.25033 -1.25711 1.14046  -0.049
H: 0.81617 0.45919 -3.67321  0.064
H: 0.65896 -0.33017 -2.38642  0.016
O: 0.63217 0.56634 -2.73244  -0.042
H: 0.10280 -2.09272 -1.41015  0.013
H: -0.65129 -2.91391 -0.45454  0.058
O: -0.50186 -1.98611 -0.66642  -0.069

Values from the calculation:
ΔE to the lowest compared entry with this formula, charge and spin: 31.6 kcal/mol
HOMO energy: -14.9 eV
E: -13043.7676 eV
Total charge: +1
Multiplicity: 1

---

(2)
This record from OMol25 describes an isolated molecule of C22H22ClN5O2S2. The level of theory is ωB97M-V with the def2-TZVPD basis set.

Each line ends with the Löwdin charge.
CARTESIAN COORDINATES (ANGSTROEM)
C: -2.49029 -2.08839 -1.26960  -0.151
C: -2.90799 -2.33934 0.16537  -0.517
S: -4.69464 -2.04265 0.42334  0.986
C: -4.77838 -0.31755 0.31195  -0.667
N: -5.99685 0.22551 0.37130  0.077
C: -6.07646 1.52937 0.26888  -0.133
C: -4.94739 2.34012 0.09187  -0.571
Cl: -5.10198 4.03875 -0.05068  0.749
C: -3.71530 1.68355 0.05692  -0.173
C: -2.40000 2.36488 -0.12497  -0.420
O: -2.24452 3.50774 -0.51492  -0.027
N: -1.35960 1.55357 0.18081  0.113
C: -0.06350 1.96578 0.09758  -0.421
S: 0.32184 3.54721 -0.46081  1.191
C: 2.01406 3.20985 -0.22665  -0.465
C: 2.25164 1.95620 0.24636  -0.208
C: 1.04450 1.20226 0.42216  -0.099
C: 0.84156 -0.17300 0.89329  -0.399
O: -0.26217 -0.59715 1.23400  0.044
N: 1.93046 -0.97637 0.95006  0.083
C: 1.80780 -2.34217 1.41542  -0.125
C: 1.13953 -3.24527 0.41048  -0.193
C: 1.54737 -3.28307 -0.91803  -0.025
C: 0.89529 -4.12729 -1.80115  -0.061
C: -0.14685 -4.90517 -1.31893  -0.159
N: -0.54534 -4.87558 -0.05934  0.066
C: 0.07896 -4.06707 0.77653  -0.113
C: 3.64861 1.50919 0.57305  -0.156
C: 4.59282 2.70727 0.68705  -0.191
C: 4.43549 3.62369 -0.52116  -0.195
C: 3.04334 4.25204 -0.50359  -0.206
N: -3.65045 0.36141 0.17444  0.114
H: -1.42460 -2.28092 -1.37040  0.055
H: -2.68080 -1.05498 -1.54812  0.057
H: -3.03048 -2.74419 -1.94818  0.072
H: -2.35824 -1.70312 0.85585  0.045
H: -2.76347 -3.38514 0.43294  0.054
H: -7.06670 1.96015 0.32208  0.115
H: -1.49995 0.60202 0.54085  0.117
H: 2.77942 -0.69759 0.49262  0.108
H: 1.21031 -2.33106 2.33148  0.126
H: 2.81025 -2.71274 1.64717  0.133
H: 2.36308 -2.66010 -1.25930  0.113
H: 1.18822 -4.17852 -2.83840  0.102
H: -0.69090 -5.57917 -1.96679  0.106
H: -0.28724 -4.07194 1.79478  0.121
H: 4.02149 0.84881 -0.21978  0.120
H: 3.65310 0.95875 1.51711  0.117
H: 4.35941 3.26740 1.59424  0.122
H: 5.62189 2.35167 0.76440  0.111
H: 4.56493 3.04224 -1.43626  0.119
H: 5.19533 4.40599 -0.50732  0.110
H: 2.99506 5.02053 0.27481  0.119
H: 2.82834 4.74362 -1.45479  0.112

Values from the calculation:
SMILES: CCSc1ncc(Cl)c(C(=O)Nc2sc3c(c2C(=O)NCc2cccnc2)CCCC3)n1
ΔE to the lowest compared entry with this formula, charge and spin: 0.0 kcal/mol
HOMO energy: -8.0 eV
E: -68911.4812 eV
Total charge: 0
Multiplicity: 1

---

(3)
This record from OMol25 describes a structure of composition C13H33AgAsCl2O7P2. The level of theory is ωB97M-V with the def2-TZVPD basis set.

Each line ends with the Löwdin charge.
CARTESIAN COORDINATES (ANGSTROEM)
Ag: -1.71747 0.35281 -0.11975  0.565
C: 0.30266 3.36581 2.88132  -0.072
C: -0.37877 2.22686 3.61413  -0.611
O: -0.40354 2.48125 5.00189  -0.043
P: 0.56790 0.67592 3.28247  0.472
O: -0.06671 -0.42508 4.25114  -0.130
O: 1.97474 0.92837 4.01706  -0.119
O: 0.76794 0.22690 1.89482  -0.306
P: -2.06479 1.98890 2.87007  0.313
O: -2.52253 0.61486 3.69814  -0.196
O: -3.04093 3.05510 3.17431  -0.305
O: -1.81683 1.59799 1.44832  -0.446
H: 1.28971 3.55057 3.30667  0.081
H: -0.30844 4.26396 2.96344  0.089
H: 0.39936 3.09448 1.83096  0.069
H: -1.04940 1.89457 5.41187  0.087
H: -1.01799 -0.50199 4.05857  0.042
H: 2.67077 0.65964 3.40864  0.075
H: -3.47837 0.70231 3.78739  0.073
Cl: -2.07978 2.22034 -1.63348  -0.005
C: -1.96389 -0.04222 -2.85578  -0.290
Cl: -1.75525 -1.02134 -1.96654  0.248
H: -2.19043 0.51214 -3.72433  0.072
H: -2.70909 -1.55846 -2.34301  0.055
C: 0.60952 -1.94286 -3.58931  -0.144
C: 0.94125 -0.47882 -3.20290  -0.355
As: 0.75364 -0.00055 -1.24362  1.262
C: 2.51507 -0.86197 -0.73751  -0.395
C: 3.82244 -0.62338 -1.49412  -0.173
C: 1.32538 1.89001 -1.31642  -0.412
C: 2.51597 2.34873 -2.16217  -0.163
H: 0.97924 -2.18299 -4.58961  0.074
H: -0.44525 -2.08144 -3.53905  0.020
H: 1.07614 -2.62794 -2.87228  0.076
H: 0.28598 0.20838 -3.74469  0.062
H: 1.97526 -0.28189 -3.49787  0.034
H: 2.28217 -1.93509 -0.78393  0.045
H: 2.64101 -0.61676 0.32021  0.036
H: 3.66738 -0.66015 -2.57228  0.045
H: 4.54972 -1.39642 -1.23466  0.061
H: 4.25697 0.34095 -1.24309  0.046
H: 1.46299 2.16031 -0.26365  0.053
H: 0.43017 2.40910 -1.66437  -0.023
H: 3.45405 2.26441 -1.61615  0.047
H: 2.38510 3.39384 -2.44805  0.064
H: 2.59845 1.76205 -3.07819  0.048
C: -2.04361 -4.04283 0.15948  -0.071
C: -1.40142 -2.65223 0.12846  -0.411
C: -1.56859 -1.98744 -1.07627  -0.319
C: -2.11233 -1.53380 0.98429  -0.176
H: -1.45563 -4.73281 -0.45035  0.066
H: -3.04979 -3.98274 -0.25449  0.075
H: -2.09538 -4.41649 1.17986  0.073
H: -0.33379 -2.67046 0.38937  0.148
H: -1.12007 -1.57847 -2.70968  -0.058
H: -0.88756 -0.53896 -1.62983  -0.272
H: -2.44001 -0.55938 -1.32042  -0.122
H: -1.78357 -1.58385 2.02335  0.013
H: -3.19981 -1.67178 0.89159  0.032

Values from the calculation:
ΔE to the lowest compared entry with this formula, charge and spin: 885.2 kcal/mol
HOMO energy: -3.1 eV
E: -136778.5886 eV
Total charge: -1
Multiplicity: 1

---

(4)
This record from OMol25 describes a cluster of 2 separate species, C5H6ClN in total. The level of theory is ωB97M-V with the def2-TZVPD basis set.

Each line ends with the Mulliken spin population.
CARTESIAN COORDINATES (ANGSTROEM)
C: -0.75078 0.36786 0.09772  0.493
C: -0.04210 -3.12153 -1.39570  0.002
C: 0.20735 -1.96980 -1.53505  -0.001
C: 0.71560 2.18608 1.07456  0.028
C: -0.01579 0.82529 1.04735  0.501
N: -1.65884 0.04170 -0.64041  0.609
Cl: 0.40930 0.05068 2.57282  0.285
H: -0.29931 -4.17726 -1.15728  0.000
H: -1.49301 -0.71421 -1.38238  0.039
H: 0.43120 -1.00769 -1.83375  0.006
H: 0.39047 2.82083 1.86349  0.023
H: 0.36342 2.72344 0.12156  -0.008
H: 1.74247 1.97462 1.16707  0.022

Values from the calculation:
ΔE to the lowest compared entry with this formula, charge and spin: 41.6 kcal/mol
HOMO energy (spin up / spin down): -5.7 / -10.8 eV
E: -19287.3729 eV
Total charge: 0
Multiplicity: 3

---

(5)
This record from OMol25 describes an isolated molecule of C4H7NOS. The level of theory is ωB97M-V with the def2-TZVPD basis set.

Each line ends with the Löwdin charge.
CARTESIAN COORDINATES (ANGSTROEM)
C: 0.56029 1.23563 0.51959  -0.067
C: 0.62110 -0.18309 0.05641  -0.380
N: 1.87308 -0.68634 -0.28108  0.083
C: -0.43023 -1.02947 -0.15184  -0.074
C: -1.87708 -0.80991 0.10520  -0.793
O: -2.60356 -1.71371 0.47195  -0.018
S: -2.62416 0.76083 -0.25785  0.833
H: 0.56998 1.88765 -0.35899  0.085
H: 1.47710 1.51526 1.09078  0.091
H: -0.31128 1.48438 1.12519  0.061
H: 1.85556 -1.60859 -0.73836  0.106
H: 2.77625 -0.29728 -0.02718  0.100
H: -0.25622 -1.97064 -0.69247  0.115
H: -1.63082 1.41529 -0.86136  -0.143

Values from the calculation:
SMILES: C/C(N)=C\C(=O)S
ΔE to the lowest compared entry with this formula, charge and spin: 17.0 kcal/mol
HOMO energy: -8.6 eV
E: -18633.8131 eV
Total charge: 0
Multiplicity: 1

---

(6)
This record from OMol25 describes the ion C6H12N with charge +1. The level of theory is ωB97M-V with the def2-TZVPD basis set.

Each line ends with the Löwdin charge.
CARTESIAN COORDINATES (ANGSTROEM)
C: 0.21751 2.72822 -0.65841  0.053
C: 0.10554 1.41437 -0.81398  -0.141
C: -0.72872 0.47385 -0.02809  -0.342
C: -1.33083 0.81904 1.10607  0.082
C: -0.74034 -0.95437 -0.50579  -0.159
C: 0.62820 -1.62446 -0.51668  -0.133
N: 1.16181 -1.54102 0.87297  0.204
H: -0.48834 3.30045 -0.07010  0.070
H: 0.81908 3.37064 -1.29181  0.073
H: 0.68491 0.94453 -1.60418  0.098
H: -1.94535 0.11644 1.65716  0.077
H: -1.32742 1.83415 1.47007  0.075
H: -1.39231 -1.53942 0.15093  0.121
H: -1.26615 -1.04838 -1.45715  0.141
H: 1.30190 -1.08556 -1.16449  0.121
H: 0.49314 -2.64696 -0.84909  0.139
H: 0.61557 -2.14710 1.49198  0.180
H: 1.05046 -0.59266 1.25665  0.163
H: 2.14134 -1.82176 0.95393  0.180

Values from the calculation:
SMILES: C=CC(=C)CC[NH3+]
ΔE to the lowest compared entry with this formula, charge and spin: 26.1 kcal/mol
HOMO energy: -12.8 eV
E: -7898.9317 eV
Total charge: +1
Multiplicity: 1